Entry from the Open Molecules 2025 dataset: 11 unconnected molecules or ions with the total composition C26H46Cl20IN2O in a non-equilibrium geometry (ωB97M-V/def2-TZVPD).

## Properties
charge	+1
largest force on an atom	2.527	eV/A
DFT total energy	-291277.3216	eV
orbital gap	7.37	eV
HOMO level	-11.47	eV
E_LUMO	-4.099	eV

```
96
Properties=species:S:1:pos:R:3:lowdin_charge:R:1
C 5.19 1.65 -0.77 0.0499
C 3.98 1.39 -1.37 -0.0843
C 2.76 2.12 -1.00 -0.1812
C 2.61 3.49 -1.28 -0.2443
N 1.53 4.14 -0.93 0.0125
N 0.46 3.68 -0.28 0.0958
C 0.57 2.41 -0.05 -0.6343
I -1.12 1.53 0.92 0.9754
C 1.66 1.55 -0.37 -0.3106
O 1.61 0.24 -0.05 -0.0123
H 5.36 1.44 0.28 0.0504
H 6.05 2.04 -1.33 0.0801
H 3.97 0.58 -2.10 0.1272
H 3.40 4.03 -1.81 -0.0331
H 1.48 5.13 -1.17 0.1824
H 1.27 -0.23 -0.82 0.1201
Cl -1.54 -3.02 2.24 0.5668
C 0.15 -3.50 1.98 -0.6703
C 0.81 -2.66 0.92 -0.6721
Cl 0.16 -2.96 -0.72 0.5739
H 0.17 -4.56 1.72 0.0748
H 0.67 -3.37 2.92 -0.0002
H 1.88 -2.89 0.88 0.0743
H 0.70 -1.60 1.13 0.0230
Cl -4.87 -2.94 4.21 0.5443
C -5.25 -3.77 2.67 -0.6695
C -6.62 -4.40 2.70 -0.6504
Cl -6.69 -5.79 3.82 0.5739
H -4.47 -4.50 2.49 0.0571
H -5.21 -3.02 1.89 0.0737
H -6.86 -4.79 1.71 0.0770
H -7.38 -3.69 2.99 0.0704
Cl 4.49 -4.54 -2.72 0.5292
C 3.24 -5.79 -2.51 -0.6570
C 2.53 -5.67 -1.19 -0.6831
Cl 3.60 -6.07 0.19 0.5392
H 3.72 -6.76 -2.63 0.0708
H 2.52 -5.67 -3.32 0.0729
H 1.70 -6.37 -1.15 0.0770
H 2.15 -4.67 -1.04 -0.0053
Cl 4.53 0.68 3.21 0.5819
C 2.76 0.86 3.27 -0.6441
C 2.13 -0.02 4.32 -0.6336
Cl 2.25 -1.75 3.91 0.6353
H 2.37 0.63 2.28 0.0396
H 2.55 1.90 3.49 0.0761
H 1.07 0.22 4.40 0.0376
H 2.59 0.13 5.30 0.0756
Cl 3.85 4.06 0.92 0.7383
C 5.12 4.24 2.17 -0.5900
C 5.09 5.60 2.82 -0.6513
Cl 5.57 6.89 1.69 0.5532
H 6.08 4.04 1.70 0.0801
H 4.95 3.46 2.91 0.0349
H 5.79 5.62 3.65 0.0811
H 4.10 5.83 3.19 0.0714
Cl -9.21 -9.89 3.09 0.5364
C -9.24 -8.56 4.29 -0.6784
C -10.64 -8.11 4.60 -0.6645
Cl -11.42 -7.29 3.22 0.5313
H -8.64 -7.75 3.89 0.0034
H -8.76 -8.94 5.19 0.0741
H -10.62 -7.40 5.42 0.0717
H -11.28 -8.95 4.89 0.0678
Cl -2.88 1.06 4.09 0.4854
C -3.38 0.34 5.64 -0.6529
C -2.44 0.71 6.76 -0.6458
Cl -0.83 -0.04 6.56 0.5612
H -3.43 -0.74 5.50 0.0312
H -4.38 0.70 5.86 0.0796
H -2.84 0.35 7.71 0.0774
H -2.30 1.79 6.83 0.0691
Cl 4.51 5.24 -2.93 0.6467
C 4.69 6.73 -3.91 -0.5944
C 3.35 7.38 -4.15 -0.6532
Cl 2.33 6.39 -5.23 0.5464
H 5.19 6.48 -4.84 0.0776
H 5.33 7.41 -3.35 0.0821
H 3.48 8.34 -4.63 0.0806
H 2.81 7.53 -3.22 0.0667
Cl -2.51 4.21 -3.28 0.5440
C -1.66 4.27 -4.85 -0.6536
C -0.65 3.17 -4.99 -0.6715
Cl 0.73 3.38 -3.87 0.5731
H -1.19 5.25 -4.94 0.0666
H -2.42 4.18 -5.63 0.0741
H -0.25 3.16 -6.00 0.0135
H -1.10 2.19 -4.79 0.0669
Cl 0.31 0.63 -10.67 0.5547
C 0.50 0.20 -8.96 -0.6693
C -0.80 0.31 -8.20 -0.6378
Cl -1.34 2.00 -8.03 0.5859
H 1.27 0.85 -8.53 0.0668
H 0.86 -0.83 -8.93 0.0744
H -0.67 -0.08 -7.19 0.0716
H -1.59 -0.25 -8.68 0.0715
```